15 unconnected molecules or ions with the total composition C4H38NO16. Source: OMol25; level of theory: ωB97M-V/def2-TZVPD.

Last column: natural (NBO) charge in e.
Cartesian coordinates (Å):
C  1.298  -1.976  -3.006  -0.631
C  0.567  -1.030  -1.987  -0.076
C  0.869  0.427  -2.174  -0.108
O  0.827  1.145  -0.951  -0.797
N  -0.907  -1.388  -1.989  -0.682
C  -1.708  -1.103  -0.745  0.085
O  -1.930  0.244  -0.450  -0.960
H  1.664  -1.414  -3.870  0.208
H  0.681  -2.845  -3.231  0.226
H  2.155  -2.215  -2.386  0.218
H  0.797  -1.297  -0.922  0.186
H  1.852  0.411  -2.644  0.201
H  0.283  1.073  -2.826  0.200
H  0.022  0.977  -0.450  0.505
H  -1.343  -0.861  -2.743  0.361
H  -2.617  -1.590  -1.105  0.156
H  -1.092  -1.561  0.035  0.134
H  -1.328  -4.803  -1.009  0.467
H  -0.042  -3.986  -0.967  0.479
O  -0.385  -4.893  -0.959  -0.947
H  3.764  0.625  0.667  0.493
H  2.599  1.043  -0.222  0.504
O  3.493  1.324  0.056  -0.984
H  -0.723  2.838  -3.693  0.494
H  0.048  3.956  -3.022  0.477
O  -0.119  3.581  -3.897  -0.978
H  -4.495  1.586  -0.395  0.458
H  -3.337  0.819  -1.079  0.494
O  -4.218  1.260  -1.260  -1.008
H  -3.044  1.541  -3.443  0.485
H  -2.167  1.203  -2.254  0.498
O  -2.116  1.399  -3.205  -0.987
H  1.771  -1.401  4.925  0.476
H  0.882  -1.638  3.761  0.503
O  1.833  -1.518  3.974  -0.991
H  3.531  -2.312  1.702  0.470
H  2.695  -1.218  2.359  0.502
O  3.208  -1.430  1.551  -0.983
H  0.713  2.988  -0.045  0.490
H  -0.835  3.316  -0.053  0.475
O  0.041  3.568  -0.407  -0.963
H  -2.309  1.309  1.839  0.475
H  -1.554  0.496  0.871  0.502
O  -1.428  0.933  1.870  -1.078
H  0.140  3.423  2.211  0.483
H  0.447  2.133  2.965  0.481
O  0.130  3.023  3.090  -0.959
H  -1.127  0.701  4.276  0.463
H  -1.217  2.220  4.393  0.495
O  -1.468  1.399  4.842  -0.972
H  4.268  1.438  -2.979  0.461
H  4.184  0.905  -1.517  0.498
O  4.363  0.635  -2.448  -0.988
H  -1.872  -3.542  2.406  0.470
H  -0.929  -3.355  3.509  0.473
O  -1.695  -3.880  3.293  -0.944
H  -1.592  -1.105  3.778  0.490
H  -0.758  -0.388  2.688  0.521
O  -0.768  -1.192  3.270  -1.021

Output
- net charge = -1
- energy relative to the best compared isomer or geometry (same formula, charge and spin) (eV) = 2.575
- HOMO-LUMO gap (eV) = 8.4619
- DFT total energy (eV) = -39017.527
- strongest force on any atom (hartree/bohr) = 0.063